No. 1
A 2-piece molecular cluster, C2H3FO2 overall at a distorted geometry. Source: the OMol25 dataset; level of theory: the ωB97M-V functional and the def2-TZVPD basis.

As for the spin multiplicity: 3. For the HOMO energy (alpha / beta), the calculation gives -7.438 / -9.470 eV. Its LUMO energy (alpha / beta) is 0.79 / -3.35 eV. As for the energy relative to the best compared isomer or geometry (same formula, charge and spin): 25.9 kcal/mol. The calculation puts the frontier orbital gap (alpha / beta) at 0.3025 / 0.2248 hartree.

```
8
Properties=species:S:1:pos:R:3:nbo_charge:R:1
H -1.71839 -1.16279 0.67220 0.266
C -1.77671 -0.04133 0.31981 -0.235
F 1.94463 -1.03032 -0.97962 -0.336
O 1.74204 0.75175 0.03327 -0.683
H 0.90962 0.90310 -0.52809 0.504
O -0.83238 0.45510 -0.20903 -0.279
C 2.42678 -0.29676 -0.08146 0.503
H -2.69560 0.42125 0.77292 0.259
```

No. 2
C22H33MoN2O as an isolated structure at a distorted geometry. Source: the OMol25 dataset; level of theory: the ωB97M-V functional and the def2-TZVPD basis.

As for the spin multiplicity: 3. For the HOMO energy (alpha / beta), the calculation gives -9.664 / -9.968 eV. Its LUMO energy (alpha / beta) is -3.53 / -3.65 eV. As for the energy relative to the best compared isomer or geometry (same formula, charge and spin): 3.4 kcal/mol. The net charge is +1. The calculation puts the frontier orbital gap (alpha / beta) at 0.2253 / 0.2322 hartree.

```
59
Properties=species:S:1:pos:R:3:mulliken_charge:R:1
H 1.08385 -1.80067 -2.15149 0.432
H -1.96477 -3.90476 -1.29313 0.412
O 2.12544 0.22751 1.70092 -0.566
H 1.78099 2.10501 -3.29626 0.309
H 0.31835 -5.14599 0.60047 0.465
C -0.05884 2.01948 -0.85912 1.056
C -3.32487 0.22852 2.11403 -0.832
C -2.12120 -1.55389 1.25730 0.017
C -0.75411 -0.36462 -3.69279 -1.620
H 2.18415 -0.89768 -1.00645 0.186
H 0.13485 -0.99736 -3.78527 0.379
C -4.47002 -1.81174 1.45919 -0.684
H 1.98776 0.35908 -3.12681 0.392
C -0.74028 0.44236 -2.43640 1.552
C 3.05588 1.02599 1.73926 0.584
H -5.36550 -0.25566 2.61402 0.428
C -1.47286 1.80237 -0.68842 -0.055
C 0.38863 1.18616 -1.94091 -0.171
C -3.27994 0.27900 -1.82198 -1.444
Mo -0.46769 -0.09257 -0.28762 -0.136
C -2.31917 2.49939 0.30873 -1.506
H -1.35509 -2.34201 1.17427 0.026
N 3.04048 2.15694 2.52831 -0.445
C -1.05216 -3.30779 -1.42075 -1.173
C 0.74309 3.05356 -0.14790 -1.698
H -1.39288 -4.76524 0.84285 0.337
H 4.32478 0.03724 0.50701 0.252
C 0.83455 -2.35371 -0.09543 -0.038
H -0.77092 0.29312 -4.57480 0.371
H 3.90419 2.65635 2.69321 0.184
H -3.22846 1.93520 0.51728 0.533
H 4.97970 1.49568 1.15291 0.193
H 2.51957 1.44591 -1.83318 0.410
H -2.62254 3.48665 -0.04816 0.332
H -1.44277 -2.33332 -1.79139 0.065
C -3.26913 -2.33147 1.01193 -0.256
H 1.39540 -2.24383 0.84697 0.426
H -1.63998 -1.00500 -3.75145 0.319
C -1.89713 0.80207 -1.65063 1.339
C 1.23175 -1.43195 -1.12950 -0.774
H -1.78829 2.62025 1.26023 0.374
H 1.81390 2.89379 -0.30347 0.368
H -3.13621 1.04246 2.84332 0.484
H 2.35744 2.15083 3.26924 0.262
H -3.87770 0.96465 -2.43571 0.367
C -0.37783 -4.33767 0.80969 -1.394
C -2.39446 -0.10746 1.15712 0.260
C 0.04455 -3.48658 -0.38384 0.363
N 4.16613 0.94279 0.92350 -0.417
H 0.54526 3.03068 0.92958 0.301
H -3.28744 -0.70030 -2.31435 0.336
H 0.49776 4.05921 -0.51665 0.314
H -5.37955 -2.38434 1.30023 0.421
H -3.77835 0.16194 -0.85634 0.246
H -0.50120 -3.72889 -2.25333 0.469
H -0.18265 -4.00890 1.84465 0.400
C -4.47255 -0.59065 2.13209 -0.319
C 1.73609 1.27169 -2.57911 -1.633
H -3.24729 -3.35940 0.60311 0.193
```

No. 3
A single C2H5NO2 molecule at a distorted geometry. Source: the OMol25 dataset; level of theory: the ωB97M-V functional and the def2-TZVPD basis.

For the HOMO energy, the calculation gives -9.126 eV. Its LUMO energy is 0.74 eV. As for the energy relative to the best compared isomer or geometry (same formula, charge and spin): 14.7 kcal/mol. Its structure (SMILES) is NCC(=O)O. The calculation puts the frontier orbital gap at 0.3626 hartree.

```
10
Properties=species:S:1:pos:R:3:nbo_charge:R:1
H -1.09597 -1.14162 0.49810 0.221
H 1.74191 -0.51717 0.71997 0.383
O -1.35523 0.43963 -1.53752 -0.585
C -0.50824 0.54549 -0.69531 0.776
H 0.00169 2.32717 -1.27120 0.502
O 0.32486 1.60006 -0.69430 -0.705
C -0.33261 -0.36744 0.51866 -0.317
N 0.91016 -1.06616 0.63432 -0.863
H -0.61743 0.21966 1.41478 0.199
H 0.93086 -2.03962 0.41250 0.389
```

No. 4
A 2-piece molecular cluster, CH6NO overall at a distorted geometry. Source: the OMol25 dataset; level of theory: the ωB97M-V functional and the def2-TZVPD basis.

For the HOMO energy, the calculation gives -14.903 eV. Its LUMO energy is -3.86 eV. As for the energy relative to the best compared isomer or geometry (same formula, charge and spin): 8.7 kcal/mol. The net charge is +1. The calculation puts the frontier orbital gap at 0.4057 hartree.

```
9
Properties=species:S:1:pos:R:3:nbo_charge:R:1
H 2.27784 -0.83626 0.65558 0.163
H -2.13475 -0.71581 0.72245 0.454
H -1.77502 0.84246 0.41630 0.451
H -1.09355 -0.17119 -0.56695 0.494
N -1.97088 -0.06222 -0.03392 -0.870
C 1.88871 0.02034 0.09268 0.327
O 0.68253 0.00767 -0.12490 -0.635
H -2.83084 0.03593 -0.57828 0.451
H 2.40153 0.91224 -0.28760 0.165
```

No. 5
A 2-piece molecular cluster, C5H8ClN2 overall at a distorted geometry. Source: the OMol25 dataset; level of theory: the ωB97M-V functional and the def2-TZVPD basis.

For the HOMO energy (alpha / beta), the calculation gives -13.265 / -13.414 eV. Its LUMO energy (alpha / beta) is -6.35 / -5.91 eV. As for the energy relative to the best compared isomer or geometry (same formula, charge and spin): 98.6 kcal/mol. The net charge is +1. The calculation puts the frontier orbital gap (alpha / beta) at 0.2540 / 0.2757 hartree.

```
16
Properties=species:S:1:pos:R:3:nbo_charge:R:1
N -0.45775 -0.10582 -0.18066 -0.376
H 0.25514 1.77874 -0.07448 0.210
H 3.05858 0.98668 1.61149 0.254
H -1.61305 1.54157 0.39159 0.240
C -0.72864 1.27377 -0.25227 -0.406
H -2.41762 -0.67567 -0.06594 0.239
H -1.10130 1.62591 -1.24174 0.233
C -0.83792 -2.24714 0.01035 -0.059
C 0.71936 -0.69892 -0.10609 0.260
Cl 3.87963 -0.38602 -0.12448 0.235
N 0.54664 -2.02355 0.01620 -0.551
H -1.30908 -3.30802 0.00070 0.264
C -1.45017 -1.03776 -0.10279 -0.069
H 2.08926 1.11236 -0.12197 0.246
H 1.19392 -2.65654 0.46850 0.446
C 2.90131 0.76954 0.51961 -0.165
```

No. 6
A 2-piece molecular cluster, CH5NO2P overall at a distorted geometry. Source: the OMol25 dataset; level of theory: the ωB97M-V functional and the def2-TZVPD basis.

For the HOMO energy (alpha / beta), the calculation gives -2.272 / -1.691 eV. Its LUMO energy (alpha / beta) is 3.99 / 3.79 eV. As for the energy relative to the best compared isomer or geometry (same formula, charge and spin): 138.7 kcal/mol. The net charge is -1. The calculation puts the frontier orbital gap (alpha / beta) at 0.2300 / 0.2016 hartree.

```
10
Properties=species:S:1:pos:R:3:nbo_charge:R:1
O -0.86838 -1.88514 0.56592 -1.068
P -0.74347 -1.22067 -0.78333 1.221
O 2.03804 0.22400 -0.68327 -0.761
C -1.49942 0.43360 -0.26767 -1.028
H -0.87147 0.87883 0.41219 0.236
H 2.43784 -1.57817 0.25948 0.276
H -1.65241 1.35788 -1.03333 0.196
H 2.48544 -0.23005 1.06944 0.282
N 2.75819 -0.60678 0.16117 -0.560
H -2.54732 0.35061 0.23089 0.206
```